Entry from the Open Molecules 2025 dataset: a structure of composition C25H50Br18ClINO2S at a distorted geometry (ωB97M-V/def2-TZVPD).

Output
HOMO in eV: -2.5318
Frontier orbital gap in eV: 3.856
Calculated total energy in a.u.: -48676.077258
Charge: -1
Energy above the lowest of the compared OMol25 structures with the same formula, charge and spin in kcal per mole: 0.00
Multiplicity: 1

Structure (XYZ):
```
99
Properties=species:S:1:pos:R:3:forces:R:3
C 3.69747 4.10969 0.99074 0.2976 -0.3735 0.2029
C 4.38683 3.12758 0.04042 -1.3950 0.3597 0.0954
I 4.93774 4.26378 -1.77743 0.3431 0.1231 -0.0998
C 3.38303 2.02736 -0.37816 0.6306 -0.6201 -0.3677
N 3.64843 0.83973 0.37266 -0.2079 0.1734 0.3166
C 2.64648 0.55875 1.36078 0.6660 -0.5329 -0.1842
C 1.20898 0.29374 0.81568 -0.2388 1.0279 0.5830
C 0.24159 1.45286 1.18769 0.2796 -0.0419 -0.7758
C -0.55524 1.86556 -0.04800 0.4326 -0.2629 0.7457
S -1.51281 3.38143 0.13956 -1.7471 0.6049 -0.4072
O -1.25232 4.38542 -0.84779 1.6866 0.7832 1.2517
O -2.91119 3.05781 0.16969 0.5019 0.0428 1.6897
Cl -1.01966 4.21602 1.94441 0.1543 -0.1880 0.0867
H 4.39353 4.63653 1.64352 0.0171 0.1919 -0.0934
H 3.02907 3.51285 1.61654 0.0676 0.0125 0.1788
H 3.08294 4.81450 0.43643 -0.0230 0.0970 0.0360
H 5.27163 2.69050 0.47980 0.2247 -0.0311 -0.3776
H 3.49030 1.83460 -1.45638 0.0314 0.0926 -0.0567
H 2.37285 2.46140 -0.25509 -0.0434 0.0391 -0.0449
H 2.59601 1.31618 2.17305 -0.3634 0.0150 0.0476
H 2.96270 -0.36758 1.85239 0.0088 0.0019 0.1492
H 0.79890 -0.62733 1.23126 0.0392 -0.2205 -0.2581
H 1.28696 0.25032 -0.26971 0.0365 -0.4018 -0.0448
H 0.83830 2.31501 1.47704 0.0122 -0.0563 0.3326
H -0.42897 1.16862 1.99459 -0.0110 0.2528 0.0980
H 0.09788 2.01212 -0.90423 0.1400 0.3085 0.0679
H -1.28179 1.10102 -0.31555 -0.2962 0.2040 -0.0120
Br -1.75402 2.92033 -2.68842 0.1261 0.1338 -3.0907
C -2.12213 2.34411 -4.51624 -0.2220 -0.3908 0.4958
C -1.28839 1.16359 -4.93382 0.0656 0.1359 -0.2229
Br 0.54818 1.67364 -5.33299 0.0249 -0.0341 0.0809
H -1.97054 3.21728 -5.14228 0.0519 -0.0217 -0.0393
H -3.17660 2.06424 -4.52348 0.0106 -0.0355 -0.0409
H -1.66784 0.73382 -5.85524 -0.0244 -0.0051 -0.0012
H -1.24053 0.39339 -4.17110 -0.0452 0.0230 0.0447
Br -4.00080 1.31145 -1.45130 -1.2366 -1.2992 -0.4798
C -5.35542 -0.02749 -1.02598 0.2526 0.2234 -0.0177
C -4.77541 -1.41661 -1.00415 -0.1888 -0.0798 -0.0403
Br -4.47267 -2.09357 -2.81019 0.0789 -0.0040 0.0266
H -6.15447 0.07172 -1.75440 -0.0342 -0.0543 0.0159
H -5.72746 0.23964 -0.03823 -0.0070 -0.0904 0.0233
H -5.46850 -2.12059 -0.55137 -0.0046 -0.0023 0.0033
H -3.82213 -1.46648 -0.48723 0.0293 0.0502 -0.0272
Br -4.77353 -2.99843 2.87385 -0.0537 0.0764 -0.0186
C -5.58163 -4.76437 2.78629 0.1965 0.0987 0.1072
C -5.48565 -5.34057 1.40048 -0.1389 -0.1628 -0.0631
Br -6.77697 -4.53972 0.19017 -0.0516 0.0101 -0.0415
H -6.60532 -4.66656 3.13266 -0.0299 -0.0116 -0.0557
H -5.01561 -5.37427 3.48730 0.0089 -0.0331 -0.0265
H -5.72600 -6.40146 1.41128 -0.0167 -0.0008 0.0526
H -4.50644 -5.19508 0.95595 0.0168 0.0299 0.0197
Br 7.96208 3.45684 0.62810 0.1262 0.0305 -0.0022
C 8.01323 1.54072 0.93689 -0.0735 0.1270 0.0796
C 9.02867 0.87272 0.04861 -0.0771 -0.1568 -0.0820
Br 8.40153 0.72651 -1.78531 0.0468 0.0748 -0.0186
H 7.00119 1.16901 0.78019 -0.0023 -0.0440 -0.0399
H 8.28694 1.41626 1.98272 0.0372 -0.0338 -0.0067
H 9.20544 -0.14909 0.37777 -0.0285 -0.0037 0.0188
H 9.96888 1.41359 0.01413 0.0018 0.0235 0.0299
Br -10.94054 -4.66089 1.72292 0.0705 0.0121 -0.0061
C -10.45473 -6.39462 0.99547 -0.1793 0.0943 0.0040
C -10.24846 -7.41757 2.08124 0.1503 -0.0608 -0.1083
Br -8.55277 -7.15121 2.98975 0.0286 -0.0179 0.1260
H -9.56476 -6.24334 0.39207 0.0314 -0.0206 0.0229
H -11.28588 -6.68501 0.35698 -0.0008 -0.0419 0.0085
H -10.19614 -8.41728 1.65626 0.0016 0.0082 -0.0327
H -11.02168 -7.38615 2.84135 -0.0198 0.0424 -0.0055
Br 8.30967 6.69718 -1.44270 0.1287 0.1785 0.0948
C 8.13823 6.28021 -3.32532 -0.1908 -0.0724 0.1217
C 8.73084 4.93457 -3.64589 0.0438 -0.0273 -0.1150
Br 10.67968 4.99310 -3.69436 -0.0053 -0.0189 0.0456
H 8.60083 7.09295 -3.87590 0.0539 -0.0408 -0.0330
H 7.06737 6.26898 -3.52009 -0.0078 -0.0779 0.0156
H 8.42876 4.61319 -4.63962 -0.0204 0.0093 -0.0027
H 8.45502 4.17676 -2.91807 -0.0353 0.0189 0.0218
Br -3.71456 -0.08450 -7.79111 0.0420 0.0127 -0.0088
C -3.11987 -1.89545 -8.17402 -0.1689 0.0633 -0.0072
C -2.88127 -2.69133 -6.91902 0.2028 -0.1092 0.0772
Br -1.21999 -2.20096 -6.04013 -0.0431 -0.0276 -0.0418
H -2.22917 -1.81012 -8.78759 0.0300 -0.0160 0.0222
H -3.92353 -2.34126 -8.75574 0.0040 -0.0352 0.0104
H -2.77563 -3.74645 -7.16157 -0.0407 -0.0016 -0.0381
H -3.67273 -2.56491 -6.18697 -0.0420 0.0271 -0.0275
Br -1.05713 -3.70643 5.81829 0.0550 0.0172 -0.0208
C -1.33840 -1.88979 6.45500 -0.0971 -0.1398 0.0753
C -2.16388 -1.08035 5.49129 0.0820 0.1718 -0.1058
Br -1.12891 -0.52867 3.94534 -0.0400 -0.1166 0.0124
H -0.35601 -1.46066 6.62327 0.0180 0.0249 -0.0429
H -1.85917 -1.99597 7.40403 -0.0199 0.0208 -0.0013
H -2.49500 -0.15715 5.96199 0.0066 -0.0177 0.0536
H -3.02433 -1.62788 5.11930 -0.0068 -0.0434 0.0428
Br 3.16935 -1.99517 4.31939 -0.0697 -0.0365 0.0257
C 4.59662 -0.69299 4.51312 -0.0002 -0.1161 -0.0118
C 4.32697 0.24495 5.66223 0.0584 0.1778 -0.1202
Br 2.98347 1.56880 5.20518 -0.0916 -0.0055 0.1096
H 4.68977 -0.18144 3.55676 -0.0686 0.0400 0.0073
H 5.49544 -1.27531 4.70465 0.0147 0.0217 0.0307
H 5.22072 0.81490 5.90732 0.0363 -0.0336 -0.0365
H 3.97414 -0.27579 6.54641 0.0059 -0.0382 -0.0050
```
Forces are in eV/Å.

Here are the Mulliken charges for atoms 1 to 2, given in e:
1. C -1.097
2. C 0.332